(1)
Here is a cluster of 2 separate species, C5H11N3 in total from OMol25. Energies are from ωB97M-V/def2-TZVPD.

Structure (XYZ):
```
19
Properties=species:S:1:pos:R:3:forces:R:3:mulliken_charge:R:1
C -1.33688 -1.54672 0.06145 0.632 -0.446 2.095 -0.311
C -1.48751 -0.51221 -0.73736 -2.313 -1.753 -0.615 -0.340
C 0.09243 -1.54115 0.60670 -0.698 -2.998 -0.281 -0.432
C -0.33133 1.63576 -0.33710 -5.166 -0.551 3.618 -0.539
C 1.45358 0.76068 0.47681 0.032 0.545 1.121 -0.565
N 0.32463 1.48797 0.85694 1.954 -0.466 0.094 -0.146
N -0.21219 0.14628 -1.01533 -2.861 0.967 1.992 0.202
N 0.78678 -0.54136 -0.20528 5.210 0.497 -4.164 -0.321
H -2.03712 -2.30372 0.55336 0.653 1.459 -1.194 0.405
H -2.48975 -0.25829 -1.18750 1.678 0.343 0.014 0.455
H 0.12759 -1.33852 1.66426 0.070 0.641 0.412 0.296
H 0.50713 -2.59584 0.53845 0.081 1.398 -0.356 0.418
H -1.43322 1.99441 -0.11347 1.931 -1.173 -1.140 0.394
H 0.14190 2.27139 -0.94198 1.912 2.332 -2.776 0.397
H 2.02346 1.40442 -0.20988 0.058 -1.123 -0.513 0.339
H 2.05673 0.44993 1.28832 0.679 -0.592 0.735 0.435
H -0.04345 1.20338 1.74139 -1.123 0.195 0.248 0.342
H -0.11501 0.35810 -1.97722 1.189 -0.627 -1.725 0.352
H 1.97222 -1.07453 -1.06257 -3.921 1.350 2.432 0.619
```
Positions in Å, forces in eV/Å.

The calculation puts the HOMO-LUMO gap at 8.748 eV. As for the total charge: +2. Its spin multiplicity is 1. As for the energy above the lowest of the compared OMol25 structures with the same formula, charge and spin: 185.1 kcal/mol.

***

(2)
Here is a cluster of 2 separate species, C5H11N3O in total from OMol25. Energies are from ωB97M-V/def2-TZVPD.

Structure (XYZ):
```
20
Properties=species:S:1:pos:R:3:forces:R:3:mulliken_charge:R:1
C 1.86227 1.31053 0.37236 0.093 -0.006 0.290 -0.665
C -0.92610 1.73729 -1.62992 -0.367 -0.597 -0.674 -0.369
O 0.86821 0.92631 -0.55911 -0.530 -0.340 -0.712 0.009
N -0.05616 1.93056 -0.74949 0.693 0.858 1.109 -0.472
H 1.44444 1.99437 1.11045 -0.010 -0.028 0.014 0.327
H 2.68941 1.79191 -0.14177 0.141 0.104 -0.060 0.261
H 2.20238 0.39122 0.86211 -0.096 0.226 -0.116 0.284
H -0.99543 0.85035 -2.25510 0.163 -0.070 0.035 0.349
H -1.65953 2.52100 -1.74936 0.001 0.104 0.034 0.278
C -1.13260 -0.55158 1.65768 0.066 0.057 0.073 -1.304
C -0.27864 -1.31022 0.69970 0.390 -0.190 0.194 1.042
C -0.85927 -1.59240 -0.63728 0.046 -0.217 -0.287 -0.257
N 0.87392 -1.69241 1.05205 0.296 -0.104 0.479 -0.717
N -0.23248 -1.73885 -1.71833 -0.126 -0.093 -0.532 -0.642
H 1.38749 -2.21618 0.34333 -0.259 0.027 -0.216 0.249
H 0.77364 -1.59939 -1.63730 0.077 0.099 0.278 0.266
H -1.93734 -1.69786 -0.68427 -0.290 0.033 0.071 0.380
H -2.16439 -0.88137 1.59270 -0.212 0.004 0.034 0.391
H -1.09574 0.50631 1.40034 -0.094 0.132 -0.033 0.254
H -0.76409 -0.67961 2.67120 0.019 0.001 0.019 0.336
```
Positions in Å, forces in eV/Å.

Its SMILES is [H]/N=C\C(C)=N/[H].C=NOC. The calculation puts the HOMO-LUMO gap at 10.214 eV. As for the total charge: 0. Its spin multiplicity is 1. As for the energy above the lowest of the compared OMol25 structures with the same formula, charge and spin: 87.5 kcal/mol.

***

(3)
Here is an isolated molecule of C5H11N3O from OMol25. Energies are from ωB97M-V/def2-TZVPD.

Structure (XYZ):
```
20
Properties=species:S:1:pos:R:3:forces:R:3:mulliken_charge:R:1
C 2.91475 -0.25660 -0.50831 -1.204 2.428 -3.027 -0.934
C 1.84985 -0.55120 0.59690 0.870 -4.991 -0.821 -0.337
C -0.48161 -0.47998 0.07296 -4.554 6.678 0.054 0.329
C -0.44541 1.05957 0.25436 1.969 4.162 2.412 -0.442
C -3.04693 -0.53648 -0.17258 -6.823 4.264 -2.318 0.170
H 3.15991 -1.20396 -1.10602 0.003 1.261 1.351 0.350
H 2.49390 0.47481 -1.39104 0.971 -1.614 2.332 0.203
H 3.81053 0.30331 -0.08787 -0.973 -1.173 -0.405 0.268
H 2.40907 -1.60011 0.80561 -1.514 2.349 1.269 0.242
H 1.64777 0.06150 1.49966 0.798 -0.149 -0.770 0.390
H -0.19384 1.11255 1.44277 -1.109 0.106 -2.460 0.238
H -1.26469 2.00365 0.05123 1.666 -3.797 0.308 0.282
H 1.36139 2.05410 0.47240 -1.625 -1.223 -2.880 0.338
H -1.71580 -1.79099 -0.58781 -0.044 -1.357 -0.111 0.250
H -3.62075 -1.32794 -0.84905 0.684 1.510 1.888 0.178
H -4.76264 0.44119 -0.28981 4.087 1.126 1.552 0.244
N 0.49906 -1.16023 0.17521 4.238 -2.349 0.021 -0.533
N -1.82408 -0.93109 -0.11524 5.071 -2.463 -0.021 -0.118
N -3.64750 0.67765 0.09417 -1.669 -5.205 -1.763 -0.611
O 0.85700 1.65025 -0.35753 -0.841 0.437 3.389 -0.509
```
Positions in Å, forces in eV/Å.

Its SMILES is [H]/N=C/N/C(CO)=N/CC. The calculation puts the HOMO-LUMO gap at 9.738 eV. As for the total charge: 0. Its spin multiplicity is 1. As for the energy above the lowest of the compared OMol25 structures with the same formula, charge and spin: 144.1 kcal/mol.

***

(4)
Here is a cluster of 2 separate species, C5H11N3O in total from OMol25. Energies are from ωB97M-V/def2-TZVPD.

Structure (XYZ):
```
20
Properties=species:S:1:pos:R:3:forces:R:3:mulliken_charge:R:1
N -0.78764 0.17720 -0.81817 0.129 -0.138 -0.286 0.619
N -1.63732 -0.85265 -1.21802 0.730 0.381 -0.004 -0.888
C 0.61762 0.11526 -1.08039 -1.573 -0.925 -3.273 -0.088
C 1.22099 -1.02785 -1.48207 -0.052 0.708 1.294 -0.938
O -1.35608 1.43739 -1.11170 0.320 0.185 0.092 -0.548
H -1.83835 1.34105 -1.94955 0.198 -0.234 0.079 0.349
H -1.84928 -1.42379 -0.39808 0.020 -0.003 0.048 0.292
H -1.18964 -1.40773 -1.94757 -0.020 0.045 0.132 0.279
H 1.01272 1.07549 -1.37940 0.146 0.106 0.548 0.382
H 2.23447 -1.00047 -1.84092 0.224 0.119 0.079 0.292
H 0.84274 -2.00255 -1.21375 -0.306 -0.113 -0.284 0.287
C -0.64797 -0.09744 1.41126 2.376 0.473 0.634 0.313
C 0.83909 0.43367 1.40374 -1.874 -0.193 2.116 -0.141
C 1.10773 1.70146 1.73898 -0.123 -0.553 -0.610 -0.766
N -0.97124 -1.31297 1.58717 -0.460 -0.254 -0.340 -0.912
H -0.21846 -1.98212 1.42139 0.268 0.291 0.281 0.218
H -1.39447 0.67188 1.57636 -0.106 0.110 -0.179 0.420
H 1.56562 -0.34618 1.60549 0.137 -0.009 -0.332 0.275
H 0.37413 2.48169 1.59892 -0.255 0.042 0.216 0.258
H 2.07534 2.01866 2.09631 0.220 -0.040 -0.211 0.297
```
Positions in Å, forces in eV/Å.

Its SMILES is [H]/N=C\C=C.C=CN(N)O. The calculation puts the HOMO-LUMO gap at 9.338 eV. As for the total charge: 0. Its spin multiplicity is 1. As for the energy above the lowest of the compared OMol25 structures with the same formula, charge and spin: 135.7 kcal/mol.

***

(5)
Here is an isolated molecule of C5H11N3O from OMol25. Energies are from ωB97M-V/def2-TZVPD.

Structure (XYZ):
```
20
Properties=species:S:1:pos:R:3:forces:R:3:mulliken_charge:R:1
C 0.05418 -2.29409 -1.02377 1.035 -1.084 1.755 -0.912
C 1.33539 -2.21326 -0.17225 0.163 0.136 -1.180 0.086
C 0.51364 0.30987 1.16779 -1.224 -0.594 0.024 -0.511
C -0.34104 1.54194 1.02841 -0.843 0.896 -0.783 -0.627
C -2.04763 2.20229 -0.79999 2.216 -1.839 1.882 0.033
H -0.62244 -2.82219 -0.33079 -0.470 0.711 -0.178 0.279
H -0.29765 -1.34873 -1.41185 -0.121 -0.046 0.099 0.218
H 0.17081 -3.07412 -1.76612 0.336 0.214 -0.564 0.364
H 1.89700 -3.11738 0.04221 -0.481 -0.503 0.053 0.417
H 2.04880 0.72938 -0.02024 0.669 0.678 -0.171 0.243
H 1.14190 0.43946 2.04024 0.432 -0.011 0.155 0.380
H -0.06441 -0.62302 1.37922 0.143 0.822 -0.451 0.309
H 0.35131 2.36584 1.14838 -0.024 0.590 0.412 0.266
H -1.15809 1.60264 1.76371 0.443 -0.019 -0.085 0.407
H -0.32591 1.07138 -0.97086 -0.482 0.115 -0.291 0.240
H -2.54259 2.80501 -0.06283 -0.570 0.793 0.487 0.357
N 1.97384 -1.22461 0.28675 -0.911 1.959 -1.340 -0.588
N 1.25866 0.12444 -0.09189 0.788 -3.107 1.879 -0.328
N -0.89298 1.62285 -0.33560 0.326 -0.063 0.781 -0.089
O -2.45278 1.90231 -1.87051 -1.425 0.352 -2.484 -0.546
```
Positions in Å, forces in eV/Å.

Its SMILES is C/C=N\NCCNC=O. The calculation puts the HOMO-LUMO gap at 10.206 eV. As for the total charge: 0. Its spin multiplicity is 1. As for the energy above the lowest of the compared OMol25 structures with the same formula, charge and spin: 59.6 kcal/mol.

***

(6)
Here is a cluster of 2 separate species, C5H11N3O in total from OMol25. Energies are from ωB97M-V/def2-TZVPD.

Structure (XYZ):
```
20
Properties=species:S:1:pos:R:3:forces:R:3:mulliken_charge:R:1
C -1.25235 1.40087 1.69833 -0.148 -0.090 -0.278 -1.492
C 0.68798 0.81993 0.25310 -0.897 -0.460 0.566 0.183
C -0.82920 0.52293 0.51955 0.787 0.514 -0.231 0.585
N 1.55785 -0.02648 0.84850 0.072 -0.285 0.356 -0.260
N -1.16518 -0.85652 0.74864 0.466 -1.029 -0.960 -0.657
O 1.05772 1.77271 -0.40025 0.087 0.486 -0.323 -0.720
H 1.24063 -0.77975 1.44278 0.088 0.223 -0.303 0.172
H 2.54292 0.17079 0.80175 -0.020 0.049 -0.027 0.251
H -0.84275 -1.17353 1.65733 -0.075 -0.138 -0.132 0.265
H -0.71842 1.11027 2.60388 0.025 -0.006 0.062 0.326
H -2.32212 1.27500 1.86639 0.031 0.042 0.051 0.397
H -1.03943 2.44782 1.48435 -0.002 -0.027 0.050 0.375
C 0.20682 -1.89405 -1.88377 0.145 -0.392 -0.272 -1.399
C 0.66670 -0.74005 -2.30273 -0.087 0.259 -0.602 0.817
N 1.06357 0.25797 -2.85379 0.195 -0.119 -0.213 -0.550
H 1.16608 1.14249 -2.36469 -0.122 -0.033 0.333 0.421
H -1.35621 0.85116 -0.38367 0.160 0.077 0.097 0.238
H 0.89471 -2.66354 -1.58282 0.171 -0.040 0.238 0.301
H -0.75873 -1.44790 -0.03564 -0.625 0.848 1.559 0.330
H -0.80061 -2.19011 -2.11725 -0.250 0.123 0.030 0.417
```
Positions in Å, forces in eV/Å.

Its SMILES is C[C@H](N)C(N)=O.C=C=N. The calculation puts the HOMO-LUMO gap at 9.623 eV. As for the total charge: 0. Its spin multiplicity is 1. As for the energy above the lowest of the compared OMol25 structures with the same formula, charge and spin: 31.8 kcal/mol.

***

> Which value of HOMO-LUMO gap does entry 2 give?

10.214 eV